(1)
{
  "formula": "C3HCuNaO3",
  "method": "ωB97M-V with the def2-TZVPD basis set",
  "symbols": ["O", "C", "O", "O", "Cu", "Na", "C", "C", "H"],
  "xyz": [[0.7984, 0.0822, 0.5675], [-0.4619, -0.2396, 0.2770], [-1.3685, 0.4877, 0.7794], [-0.7259, -1.2171, -0.4745], [-3.0200, -0.7341, -0.2350], [2.1293, 1.7886, -0.1213], [2.9484, -0.3213, 0.8846], [2.1219, -1.2772, 0.6979], [1.7028, -2.2569, 0.9067]],
  "forces_ev_per_a": [[-1.7, 0.2, -0.3], [0.3, -0.1, 0.0], [-1.3, 0.2, -0.2], [-0.8, -0.5, -0.2], [2.2, 0.4, 0.5], [-0.1, -0.7, 0.4], [0.9, -1.0, -0.5], [0.7, 1.0, 0.8], [-0.1, 0.6, -0.5]],
  "lowdin_spin": [0.252, 0.022, 0.020, -0.002, 0.008, 0.005, 0.475, 0.213, 0.007],
  "spin_multiplicity": 2,
  "homo_ev": [-7.138, -8.211],
  "orbital_gap_ev": [5.854, 6.888],
  "relative_energy_ev": 0.000
}

(2)
{
  "formula": "C3H10NP",
  "method": "ωB97M-V with the def2-TZVPD basis set",
  "symbols": ["C", "N", "P", "C", "C", "H", "H", "H", "H", "H", "H", "H", "H", "H", "H"],
  "xyz": [[-1.6645, -1.5926, 0.1862], [-1.4168, -0.0199, 0.2164], [-0.0482, 0.4601, -0.3601], [1.4431, -0.6046, -0.1894], [0.3643, 2.0811, 0.3383], [-1.7999, -1.9300, -0.8320], [-2.5814, -1.7286, 0.7472], [-0.8458, -2.1128, 0.6671], [0.0782, 0.7313, -1.7513], [2.3340, -0.0925, -0.5435], [1.5649, -0.8901, 0.8559], [1.2855, -1.5035, -0.7857], [1.2666, 2.4778, -0.1236], [-0.4772, 2.7494, 0.1578], [0.4972, 1.9749, 1.4168]],
  "forces_ev_per_a": [[0.1, 3.1, 0.1], [-0.1, -2.7, 0.0], [0.5, 0.3, 0.1], [-0.6, 0.1, 0.2], [-0.1, -0.3, 0.0], [-0.1, -0.2, -0.3], [0.0, -0.2, 0.0], [0.1, -0.2, 0.1], [-0.1, 0.0, -0.1], [0.0, 0.1, 0.0], [0.1, 0.0, 0.0], [0.1, 0.0, 0.0], [0.0, 0.1, 0.0], [0.0, 0.0, 0.0], [0.0, 0.0, -0.1]],
  "nbo_charge": [-0.417, -1.081, 1.573, -0.987, -0.964, 0.177, 0.205, 0.173, -0.137, 0.241, 0.239, 0.243, 0.232, 0.256, 0.246],
  "spin_multiplicity": 1,
  "homo_ev": -8.212,
  "orbital_gap_ev": 9.237,
  "relative_energy_ev": 1.161,
  "smiles": "CN=[PH](C)C"
}

(3)
{
  "formula": "C53H46F6IN6O5SSbTeTi",
  "method": "ωB97M-V with the def2-TZVPD basis set",
  "symbols": ["Ti", "O", "C", "C", "C", "C", "C", "C", "C", "N", "C", "C", "N", "H", "H", "H", "H", "H", "H", "H", "O", "N", "C", "C", "N", "C", "N", "O", "S", "C", "C", "C", "C", "C", "C", "C", "C", "C", "C", "C", "C", "H", "H", "H", "H", "H", "H", "H", "H", "H", "H", "N", "C", "O", "C", "I", "H", "H", "H", "H", "C", "C", "C", "C", "C", "C", "C", "Sb", "C", "C", "C", "C", "C", "C", "C", "C", "C", "C", "C", "C", "C", "C", "H", "H", "H", "H", "H", "H", "H", "H", "H", "H", "H", "H", "H", "H", "H", "H", "H", "H", "H", "H", "H", "F", "C", "C", "C", "C", "C", "C", "H", "H", "H", "H", "F", "Te", "F", "F", "F", "F", "O"],
  "xyz": [[-0.4428, -1.5764, 1.1684], [0.9994, -0.4631, 0.9248], [2.1982, -0.6939, 1.5243], [2.6289, 0.1807, 2.5199], [3.8110, 0.0103, 3.2073], [4.6437, -1.0496, 2.9070], [4.2423, -1.9414, 1.9311], [3.0494, -1.7908, 1.2162], [2.7661, -2.9415, 0.3015], [2.9792, -3.0344, -0.9956], [2.7432, -4.3572, -1.3177], [2.3925, -5.0604, -0.2019], [2.4312, -4.1559, 0.8242], [1.9722, 1.0004, 2.7791], [4.0712, 0.7070, 3.9973], [5.5741, -1.1984, 3.4416], [4.8512, -2.8112, 1.7109], [2.8292, -4.7065, -2.3364], [2.0948, -6.0864, -0.0529], [2.0724, -4.2808, 1.7632], [-0.2851, -2.2118, -0.6685], [-0.5671, -3.4733, -0.4758], [-0.6863, -4.2631, -1.4713], [-1.0224, -5.6429, -1.1683], [-1.3228, -6.7433, -1.0177], [-0.5087, -4.0059, -2.8835], [-0.3939, -3.9179, -4.0232], [-1.1793, -0.5005, 2.7194], [-2.7192, -0.7330, 2.8359], [-2.9824, -1.1626, 4.5715], [-4.0875, -1.9459, 4.8645], [-4.3834, -2.2137, 6.1947], [-3.5945, -1.6765, 7.2037], [-2.4718, -0.9189, 6.8900], [-2.1506, -0.6673, 5.5684], [-3.3525, 0.9293, 3.1176], [-2.5019, 1.9738, 3.4361], [-3.0057, 3.2614, 3.5471], [-4.3617, 3.4978, 3.3504], [-5.2136, 2.4376, 3.0522], [-4.7097, 1.1496, 2.9289], [-4.6937, -2.3581, 4.0611], [-5.2261, -2.8484, 6.4419], [-3.8386, -1.8716, 8.2424], [-1.8301, -0.5415, 7.6759], [-1.2491, -0.1258, 5.3033], [-1.4461, 1.7719, 3.5818], [-2.3352, 4.0811, 3.7786], [-4.7561, 4.5039, 3.4369], [-6.2724, 2.6143, 2.9012], [-5.3702, 0.3184, 2.6855], [-3.9735, 0.6228, -0.3974], [-3.2175, -0.5184, -0.2905], [-2.1102, -0.4147, 0.3069], [-3.7378, -1.7099, -0.8462], [-5.8343, -2.1977, 1.0108], [-3.7373, 1.3198, 0.2939], [-4.9661, 0.4388, -0.4485], [-3.1645, -2.6235, -0.7749], [-4.5420, -1.6687, -1.5666], [1.7179, 2.2881, -4.8142], [3.0065, 1.5449, -4.5384], [4.1065, 1.8001, -5.3616], [5.3351, 1.1796, -5.1560], [5.4808, 0.2894, -4.1023], [4.3896, 0.0225, -3.2815], [3.1400, 0.6295, -3.4777], [1.6482, -0.0486, -1.9889], [1.2006, 2.0849, -1.5909], [-0.1069, 2.7324, -1.9600], [-0.1343, 4.2816, -2.0907], [0.8960, 5.0493, -1.2354], [1.8101, 4.1556, -0.3579], [2.0998, 2.7606, -0.8572], [3.4430, 2.1823, -0.4538], [0.0939, -0.4196, -3.4607], [-1.2153, -0.0374, -3.1471], [-2.2656, -0.2481, -4.0302], [-2.0196, -0.8885, -5.2354], [-0.7427, -1.3486, -5.5190], [0.3232, -1.1438, -4.6423], [1.6610, -1.7665, -4.9738], [1.7123, 2.6915, -5.8297], [1.6124, 3.1214, -4.1128], [0.8548, 1.6347, -4.6915], [3.9928, 2.4955, -6.1882], [6.1693, 1.3941, -5.8156], [6.4323, -0.2013, -3.9254], [4.4984, -0.6899, -2.4650], [-0.5287, 2.2632, -2.8447], [-0.3258, 4.6794, -3.0858], [1.3478, 5.9353, -1.6775], [2.7409, 4.6623, -0.1042], [3.9793, 2.8465, 0.2274], [4.0674, 2.0186, -1.3380], [3.3295, 1.2193, 0.0509], [-1.4239, 0.3875, -2.1687], [-3.2691, 0.0681, -3.7654], [-2.8289, -1.0708, -5.9347], [-0.5712, -1.9290, -6.4203], [1.5156, -2.6201, -5.6380], [2.1630, -2.1158, -4.0674], [2.3280, -1.0537, -5.4626], [-0.5590, 6.3265, 0.4684], [-0.1389, 5.1209, -0.0846], [0.7513, 4.2635, 0.8359], [0.1134, 2.9804, 1.3093], [-0.7536, 2.3888, 0.5230], [-1.1974, 2.8378, -0.7993], [-1.1835, 4.3924, -0.9463], [1.1306, 4.8396, 1.6794], [0.4197, 2.5771, 2.2725], [-2.1537, 2.4159, -1.1090], [-2.1379, 4.9045, -1.0520], [-0.4209, -4.8857, 3.2912], [-0.2794, -2.9929, 3.8424], [-0.1504, -3.1749, 5.8790], [0.7746, -1.3976, 4.3281], [1.4565, -3.7372, 4.1530], [-1.9470, -2.7266, 1.5634], [0.5048, -2.6857, 2.0974]],
  "forces_ev_per_a": [[-1.3, -0.4, -1.0], [1.3, 0.3, 0.4], [0.5, -0.3, -0.3], [-0.4, 0.3, -0.1], [0.1, 0.2, 0.1], [0.1, -0.1, 0.0], [-0.1, 0.1, -0.2], [-0.2, 0.0, 0.0], [-0.1, 0.0, 0.0], [0.1, -0.1, 0.0], [0.0, 0.2, 0.0], [0.0, 0.0, 0.0], [-0.1, 0.2, -0.1], [-0.1, 0.0, 0.0], [0.0, 0.0, 0.0], [0.0, 0.0, 0.0], [0.0, 0.0, 0.0], [0.0, 0.0, 0.1], [0.0, 0.1, 0.0], [0.0, 0.0, 0.0], [0.0, -0.6, -1.0], [0.1, 0.0, 0.2], [-0.1, -0.8, -0.6], [0.0, 0.2, 0.0], [0.1, 0.1, 0.0], [-0.1, 0.2, 0.3], [0.0, -0.2, 0.0], [-1.3, 0.1, 0.4], [0.0, 0.8, 1.0], [0.1, -0.1, 0.0], [0.0, -0.1, -0.2], [0.0, 0.1, 0.1], [0.0, -0.1, 0.0], [0.0, 0.0, 0.0], [0.0, 0.1, -0.1], [0.1, 0.3, -0.4], [0.3, -0.1, 0.0], [-0.1, 0.0, 0.0], [0.0, -0.1, 0.0], [0.1, 0.1, 0.1], [-0.2, -0.2, 0.0], [0.1, 0.1, 0.0], [0.0, 0.1, 0.0], [0.0, 0.0, -0.1], [0.0, 0.0, 0.0], [0.0, -0.1, 0.0], [-0.1, 0.0, -0.1], [0.0, 0.0, 0.0], [0.0, 0.0, 0.0], [0.0, 0.0, 0.0], [0.1, 0.1, -0.1], [-0.3, 0.2, -0.1], [0.2, -0.4, -0.1], [0.1, 0.3, -0.3], [0.2, -0.1, -0.2], [-0.2, 0.0, 0.1], [0.1, 0.1, 0.0], [0.0, 0.0, 0.0], [0.0, 0.1, 0.1], [0.1, 0.1, 0.1], [0.2, -0.1, 0.1], [0.0, 0.0, 0.1], [0.0, -0.1, 0.1], [-0.1, 0.0, 0.1], [0.0, 0.0, 0.0], [-0.2, 0.1, 0.0], [0.3, -0.3, 0.1], [0.2, 0.9, -0.8], [-0.1, -0.1, 0.2], [0.1, 0.1, 0.3], [0.0, 0.0, 0.0], [0.0, 0.0, 0.1], [-0.2, -0.1, -0.1], [0.1, 0.0, -0.1], [-0.2, 0.0, -0.1], [-0.1, -0.1, 0.1], [0.1, -0.1, 0.0], [0.0, 0.0, 0.1], [0.1, 0.0, -0.1], [0.0, 0.1, 0.0], [0.0, 0.2, 0.0], [-0.1, 0.1, 0.0], [0.0, 0.0, 0.0], [0.0, -0.1, 0.0], [0.0, 0.0, 0.0], [0.0, 0.0, 0.0], [0.0, 0.0, 0.0], [-0.1, 0.0, 0.0], [0.0, 0.0, -0.1], [-0.1, 0.0, 0.0], [0.0, 0.0, 0.0], [0.0, 0.0, 0.0], [0.0, 0.0, 0.1], [0.0, 0.0, 0.0], [0.0, 0.0, 0.1], [0.0, 0.0, 0.0], [0.0, 0.0, -0.1], [0.0, 0.0, 0.0], [0.0, 0.0, 0.0], [0.0, 0.0, 0.0], [0.0, 0.0, 0.1], [0.0, 0.0, -0.1], [0.0, 0.0, 0.0], [0.0, -0.1, -0.1], [0.3, 0.1, -0.1], [-0.1, -0.2, -0.2], [0.0, 0.0, 0.2], [0.0, 0.3, 0.0], [0.1, -0.1, -0.2], [0.1, 0.0, 0.0], [0.1, 0.1, -0.1], [-0.1, 0.0, -0.1], [0.0, -0.1, 0.0], [0.0, 0.0, 0.0], [-0.6, 0.0, 0.1], [1.9, -1.6, 3.1], [-0.7, -0.3, -0.4], [-0.3, 0.4, -0.1], [0.3, 0.0, -0.3], [-0.1, 0.3, 0.2], [0.4, 0.1, -0.4]],
  "lowdin_spin": [0.003, 0.006, 0.000, 0.000, 0.000, 0.000, 0.000, 0.000, 0.000, 0.000, 0.000, 0.000, 0.000, 0.000, 0.000, 0.000, 0.000, 0.000, 0.000, 0.000, 0.001, 0.000, 0.000, 0.000, 0.000, 0.000, 0.000, 0.006, 0.002, 0.001, 0.001, 0.000, 0.000, 0.000, 0.000, 0.004, 0.006, 0.002, 0.000, 0.001, 0.000, 0.002, 0.000, 0.000, 0.000, 0.000, 0.001, 0.000, 0.000, 0.000, 0.001, 0.036, 0.125, 0.112, 0.394, 0.324, 0.003, 0.002, 0.007, 0.004, 0.000, 0.000, 0.000, 0.000, 0.000, 0.000, 0.000, 0.001, 0.002, 0.009, 0.004, 0.001, -0.004, 0.001, 0.000, 0.000, 0.003, 0.004, 0.000, 0.001, 0.001, 0.000, 0.000, 0.000, 0.000, 0.000, 0.000, 0.000, 0.000, 0.000, 0.001, 0.000, 0.000, 0.000, 0.000, 0.000, 0.000, 0.001, 0.000, 0.000, 0.000, 0.000, 0.000, 0.000, 0.000, 0.033, 0.074, 0.660, 0.095, 0.034, 0.003, 0.014, 0.014, 0.001, 0.000, 0.000, 0.000, 0.000, 0.000, -0.001, 0.000],
  "spin_multiplicity": 3,
  "homo_ev": [-2.755, -3.743],
  "total_charge": -2,
  "orbital_gap_ev": [6.477, 7.103]
}

(4)
{
  "formula": "C4H13N2O",
  "method": "ωB97M-V with the def2-TZVPD basis set",
  "symbols": ["N", "C", "C", "C", "O", "C", "N", "H", "H", "H", "H", "H", "H", "H", "H", "H", "H", "H", "H", "H"],
  "xyz": [[-2.8611, -0.4228, -0.2467], [-0.0290, 0.3326, 0.7335], [-0.0459, 0.2749, -0.7023], [1.2663, 0.9195, -1.2046], [1.2853, 0.6470, -2.5680], [0.7782, -0.6367, 1.4251], [0.1274, -1.0123, 2.6990], [-3.2634, -1.2464, 0.1801], [-3.6150, 0.1431, -0.6127], [-2.3083, 0.0932, 0.4170], [-0.1641, 1.2551, 1.3095], [-0.0993, -0.7918, -0.9371], [-0.8385, 0.7682, -1.2531], [1.2493, 1.9862, -0.9903], [2.1823, 0.5933, -0.6798], [2.0360, 1.1147, -2.9522], [1.7678, -0.1933, 1.6391], [0.9804, -1.5216, 0.8352], [-0.1417, -1.9863, 2.7117], [-0.6652, -0.4422, 2.9646]],
  "forces_ev_per_a": [[0.1, -0.5, -0.5], [2.5, 1.3, -0.7], [-1.4, -1.0, 0.2], [1.4, 0.6, 0.3], [0.0, -0.1, 0.0], [-0.3, -1.1, 1.3], [0.0, 0.1, 0.0], [0.0, 0.1, 0.2], [0.0, 0.2, 0.2], [-0.5, 0.2, 0.4], [-1.0, -0.2, -0.1], [0.4, 0.1, -0.5], [-0.2, 0.3, 0.3], [-0.4, 0.3, -0.1], [-0.4, -0.6, -0.2], [0.0, 0.0, -0.2], [-0.1, 0.4, -0.1], [0.0, -0.1, -0.3], [-0.1, 0.0, -0.1], [0.1, 0.0, 0.1]],
  "nbo_charge": [-1.070, 0.446, -0.571, -0.011, -0.683, -0.377, -0.780, 0.382, 0.389, 0.321, 0.226, 0.278, 0.303, 0.184, 0.177, 0.499, 0.275, 0.238, 0.397, 0.375],
  "spin_multiplicity": 1,
  "homo_ev": -13.982,
  "total_charge": 1,
  "orbital_gap_ev": 6.766,
  "relative_energy_ev": 5.095
}

(5)
{
  "formula": "C15H11N3Se3TeW",
  "method": "ωB97M-V with the def2-TZVPD basis set",
  "symbols": ["W", "C", "C", "C", "C", "N", "C", "C", "C", "C", "C", "C", "N", "C", "C", "C", "C", "C", "N", "H", "H", "H", "H", "H", "H", "H", "H", "H", "H", "H", "Se", "Se", "Te", "Se"],
  "xyz": [[0.5944, -0.0186, -1.3992], [-0.3383, -4.3690, -1.3750], [-0.3375, -4.6584, -0.0219], [-0.1721, -3.6246, 0.8866], [0.0003, -2.3381, 0.4199], [0.0193, -2.0686, -0.8968], [-0.1542, -3.0623, -1.7760], [0.1064, -1.1479, 1.2889], [0.0395, -1.1593, 2.6655], [0.0164, 0.0420, 3.3523], [-0.0022, 1.2283, 2.6373], [0.0724, 1.1850, 1.2629], [0.2012, 0.0141, 0.6124], [-0.0611, 2.3471, 0.3632], [-0.2581, 3.6414, 0.7975], [-0.4439, 4.6487, -0.1360], [-0.4414, 4.3232, -1.4807], [-0.2314, 3.0101, -1.8482], [-0.0335, 2.0412, -0.9465], [-0.4720, -5.1416, -2.1191], [-0.4694, -5.6754, 0.3239], [-0.1832, -3.8202, 1.9492], [-0.1411, -2.7898, -2.8191], [-0.0138, -2.0959, 3.2023], [-0.0275, 0.0536, 4.4335], [-0.0906, 2.1742, 3.1523], [-0.2754, 3.8630, 1.8553], [-0.5975, 5.6710, 0.1840], [-0.5982, 5.0718, -2.2455], [-0.2209, 2.7135, -2.8848], [-1.6277, -0.0617, -2.6911], [0.3290, 0.0228, -3.8751], [3.0151, 1.2043, -1.4180], [2.7969, -1.2239, -1.4541]],
  "forces_ev_per_a": [[0.4, -0.3, -1.3], [0.0, 0.0, -0.1], [0.0, 0.0, 0.1], [0.0, -0.1, 0.1], [0.0, 0.1, 0.4], [0.2, 0.2, -0.2], [-0.1, -0.1, 0.0], [0.0, -0.4, -0.1], [0.0, -0.2, 0.2], [0.0, 0.0, 0.1], [0.0, 0.2, 0.2], [0.0, 0.4, 0.0], [-0.3, 0.0, 1.0], [0.0, -0.1, 0.3], [0.0, 0.1, 0.1], [0.0, 0.0, 0.1], [0.0, 0.0, -0.1], [-0.1, 0.1, -0.1], [0.2, -0.2, -0.1], [0.0, 0.0, 0.0], [0.0, 0.0, 0.0], [0.0, 0.0, 0.0], [0.0, 0.0, -0.1], [0.0, 0.0, 0.0], [0.0, 0.0, 0.0], [0.0, 0.0, 0.0], [0.0, 0.0, 0.0], [0.0, 0.0, 0.0], [0.0, 0.0, 0.0], [0.0, 0.0, -0.1], [-0.1, 0.0, -0.3], [-0.4, 0.0, -0.1], [0.2, -0.3, 0.0], [0.0, 0.4, 0.1]],
  "lowdin_spin": [0.192, 0.002, 0.008, 0.007, 0.006, -0.003, 0.010, 0.035, -0.008, 0.049, -0.008, 0.038, 0.004, 0.008, 0.005, 0.009, 0.001, 0.012, -0.002, 0.000, 0.000, 0.000, 0.003, -0.001, 0.002, -0.001, 0.000, 0.000, 0.000, 0.005, 0.215, 0.534, 0.525, 0.353],
  "spin_multiplicity": 3,
  "homo_ev": [-14.058, -14.197],
  "total_charge": 2,
  "orbital_gap_ev": [6.340, 5.530],
  "relative_energy_ev": 0.000
}